(1)
{"formula": "C2H4LiOTl", "method": "the ωB97M-V functional and the def2-TZVPD basis", "e_above_lowest_kj_mol": 123.0, "homo_lumo_gap_ev": 7.006, "e_lumo_ev": -0.334, "max_force_ev_per_a": 12.733, "elements": ["C", "H", "H", "C", "H", "H", "Li", "O", "Tl"], "positions_angstrom": [[1.1504, -2.2859, -0.9236], [0.2565, -2.3731, -1.5656], [1.7839, -3.1777, -1.0538], [1.3140, -1.3792, 0.0626], [2.2477, -1.5183, 0.6338], [0.5997, 1.6452, 0.7294], [-0.4781, -0.5875, 1.0697], [-0.1414, 1.0248, 0.3602], [-0.0587, 0.2596, -1.2868]]}

***

(2)
{"formula": "C29H24BaClN3O4", "method": "the ωB97M-V functional and the def2-TZVPD basis", "homo_lumo_gap_ev": 5.329, "e_lumo_ev": 4.527, "max_force_ev_per_a": 3.776, "total_charge": -2, "elements": ["Ba", "C", "C", "O", "C", "C", "C", "N", "N", "C", "O", "C", "C", "C", "C", "C", "C", "H", "H", "H", "H", "H", "H", "H", "H", "H", "H", "H", "H", "C", "C", "C", "C", "C", "C", "C", "C", "C", "C", "C", "C", "C", "C", "C", "N", "H", "H", "H", "H", "H", "H", "H", "H", "H", "H", "Cl", "C", "C", "O", "O", "H", "H"], "positions_angstrom": [[1.0564, -0.1607, 0.6860], [3.2679, -0.2173, 4.4940], [2.3667, 0.4680, 3.4510], [2.5918, 0.2087, 2.2393], [1.4108, 1.3322, 3.9560], [0.4178, 2.0132, 3.2166], [-0.5149, 2.9722, 3.9298], [0.2698, 1.8269, 1.9433], [-0.7474, 2.5153, 1.3431], [-0.8950, 2.1626, 0.0865], [-0.1924, 1.3172, -0.5387], [-1.9993, 2.8288, -0.6549], [-2.8705, 3.7674, -0.1008], [-3.8518, 4.3540, -0.8799], [-3.9845, 4.0135, -2.2195], [-3.1363, 3.0662, -2.7741], [-2.1590, 2.4814, -1.9989], [3.8758, -0.9737, 4.0031], [2.6652, -0.6926, 5.2657], [3.9255, 0.5141, 4.9644], [1.3959, 1.4688, 5.0316], [-0.2699, 3.0748, 4.9853], [-1.5389, 2.6166, 3.8163], [-0.4541, 3.9412, 3.4341], [-2.7575, 4.0242, 0.9429], [-4.5239, 5.0914, -0.4503], [-4.7446, 4.4868, -2.8294], [-3.2399, 2.7930, -3.8184], [-1.4791, 1.7426, -2.3996], [4.8251, 0.6879, -2.4387], [4.5569, -0.1473, -3.5124], [3.3891, -0.8799, -3.5153], [2.4900, -0.8245, -2.4389], [2.7710, -0.0423, -1.2945], [3.9459, 0.7195, -1.3730], [1.2175, -1.5552, -2.4904], [0.8650, -2.3984, -3.5865], [-0.3275, -3.0600, -3.6035], [-1.2352, -2.8922, -2.5361], [-2.4815, -3.5412, -2.4500], [-3.3122, -3.3144, -1.3854], [-2.9354, -2.4020, -0.3883], [-1.7361, -1.7474, -0.4538], [-0.8306, -1.9972, -1.5054], [0.3612, -1.3885, -1.5021], [5.7242, 1.3004, -2.4458], [5.2540, -0.2149, -4.3449], [3.2009, -1.4962, -4.3867], [4.1743, 1.3774, -0.5447], [1.5365, -2.5262, -4.4236], [-0.5979, -3.7118, -4.4315], [-2.7722, -4.2288, -3.2377], [-4.2644, -3.8286, -1.3083], [-3.6041, -2.2282, 0.4431], [-1.4516, -1.0379, 0.2988], [-2.1502, -3.9256, 3.0343], [-0.4627, -3.5117, 3.2974], [-0.0140, -2.4740, 2.2022], [0.7003, -2.9214, 1.3063], [-0.4363, -1.3326, 2.3745], [0.1128, -4.4342, 3.2308], [-0.3970, -3.0608, 4.2871]]}

***

(3)
{"formula": "C5H14", "method": "the ωB97M-V functional and the def2-TZVPD basis", "e_above_lowest_kj_mol": 110.6, "homo_lumo_gap_ev": 11.484, "e_lumo_ev": 1.112, "smiles": "CCC.CC", "max_force_ev_per_a": 2.321, "elements": ["C", "C", "C", "H", "H", "H", "H", "H", "H", "H", "H", "C", "C", "H", "H", "H", "H", "H", "H"], "positions_angstrom": [[0.7697, 0.4005, 1.3050], [-0.2312, 1.4637, 0.8575], [-0.6018, 2.4506, 1.9347], [1.7925, 0.7717, 1.5090], [0.7403, -0.3964, 0.5607], [0.2752, -0.0726, 2.1816], [-0.1058, 2.1260, -0.0211], [-1.0004, 0.9303, 0.2485], [-0.4484, 2.1365, 2.9603], [-0.0731, 3.4524, 1.8767], [-1.6265, 2.8368, 1.8648], [0.1493, -2.7613, -1.8652], [0.0735, -1.2501, -1.9582], [-0.0886, -3.2059, -2.8253], [0.9930, -3.2558, -1.3793], [-0.7483, -3.1478, -1.3391], [0.9453, -0.8732, -2.4889], [-0.8670, -0.8876, -2.4299], [0.0521, -0.7178, -0.9918]]}

***

(4)
{"formula": "C2H8NS", "method": "the ωB97M-V functional and the def2-TZVPD basis", "e_above_lowest_kj_mol": 20.5, "homo_lumo_gap_ev": 9.313, "e_lumo_ev": -4.493, "max_force_ev_per_a": 0.748, "total_charge": 1, "elements": ["C", "C", "N", "S", "H", "H", "H", "H", "H", "H", "H", "H"], "positions_angstrom": [[2.4889, 0.3624, 0.0213], [1.0459, 0.1295, -0.0064], [-2.5841, -0.2953, -0.0086], [0.2606, -1.2882, 0.1723], [2.7105, 1.2357, 0.6370], [2.8177, 0.6309, -0.9892], [3.0575, -0.4976, 0.3615], [0.4485, 1.0223, -0.1842], [-2.8357, 0.0990, 0.8991], [-3.1392, -1.1419, -0.1688], [-2.7753, 0.3747, -0.7514], [-1.4953, -0.6315, 0.0174]]}

***

(5)
{"formula": "C36H66BF8N2O23", "method": "the ωB97M-V functional and the def2-TZVPD basis", "homo_lumo_gap_ev": 7.505, "e_lumo_ev": -4.251, "max_force_ev_per_a": 2.484, "total_charge": 1, "elements": ["C", "N", "C", "B", "O", "N", "C", "C", "C", "C", "F", "C", "C", "C", "O", "C", "F", "F", "F", "C", "C", "C", "C", "F", "C", "F", "F", "F", "H", "H", "H", "H", "H", "H", "H", "H", "H", "H", "H", "H", "H", "H", "H", "H", "H", "H", "H", "H", "H", "H", "H", "H", "C", "O", "C", "O", "O", "C", "H", "H", "H", "H", "H", "H", "C", "O", "C", "O", "O", "C", "H", "H", "H", "H", "H", "H", "C", "O", "C", "O", "O", "C", "H", "H", "H", "H", "H", "H", "C", "O", "C", "O", "O", "C", "H", "H", "H", "H", "H", "H", "C", "O", "C", "O", "O", "C", "H", "H", "H", "H", "H", "H", "C", "O", "C", "O", "O", "C", "H", "H", "H", "H", "H", "H", "C", "O", "C", "O", "O", "C", "H", "H", "H", "H", "H", "H"], "positions_angstrom": [[-0.5291, -3.3085, -0.9304], [0.3399, -2.4547, -1.7812], [1.7195, -2.2770, -1.2872], [-0.3293, -1.2729, -2.2663], [-0.8901, -1.1763, -3.4888], [-0.4815, -0.0078, -1.4099], [-0.3344, -0.0840, -0.1300], [-0.5543, 1.2130, 0.5546], [-0.8909, 1.2157, 2.0512], [-0.6976, 2.6184, 2.6422], [0.5597, 2.6932, 3.2381], [-1.4944, 1.9017, -0.4730], [-3.0100, 1.6648, -0.2334], [-3.4509, 0.2438, 0.1545], [-3.1000, -0.7280, -0.8166], [-4.9626, 0.1636, 0.4085], [-5.3136, 0.8493, 1.5021], [-5.6834, 0.6151, -0.6317], [-5.2564, -1.1356, 0.5846], [-0.8246, 1.3955, -1.7975], [0.4207, 2.2817, -2.0913], [1.6901, 1.5311, -2.5562], [2.8866, 2.0012, -1.7371], [4.0441, 1.3911, -2.1931], [-1.7582, 1.5847, -3.0134], [-2.2365, 2.8390, -2.9840], [-1.0983, 1.4304, -4.1680], [-2.8037, 0.7555, -3.0355], [-0.7035, -4.2739, -1.4141], [-0.0593, -3.5181, 0.0323], [-1.5164, -2.8617, -0.7765], [1.9383, -1.2573, -0.9422], [2.4502, -2.5365, -2.0553], [1.9183, -2.9370, -0.4398], [-0.5056, -1.8343, -4.0818], [-0.0545, -1.0064, 0.3721], [0.4419, 1.6841, 0.5010], [-0.1488, 0.5903, 2.5539], [-1.8976, 0.8782, 2.2750], [-0.7379, 3.4016, 1.8787], [-1.4554, 2.8454, 3.3947], [-1.3550, 2.9773, -0.3456], [-3.6057, 1.9777, -1.0887], [-3.2960, 2.3258, 0.5923], [-3.0194, -0.0873, 1.0983], [-3.8233, -0.8582, -1.4420], [0.6685, 2.8805, -1.2104], [0.1649, 3.0045, -2.8647], [1.6242, 0.4516, -2.4264], [1.9009, 1.7797, -3.5968], [2.9970, 3.0890, -1.7874], [2.7493, 1.7382, -0.6784], [-4.9545, -3.7565, 1.9523], [-3.7509, -3.9104, 2.7103], [-3.9189, -3.8990, 4.0381], [-4.9680, -3.7909, 4.6082], [-2.7211, -4.0276, 4.6018], [-2.7443, -4.0447, 6.0365], [-4.6402, -3.7837, 0.9120], [-5.6682, -4.5563, 2.1375], [-5.4091, -2.7978, 2.1735], [-3.3319, -4.8854, 6.3976], [-3.1535, -3.1137, 6.4225], [-1.7109, -4.1542, 6.3490], [0.7013, -8.6379, -1.0040], [0.4796, -7.3353, -0.4464], [-0.7718, -7.0907, -0.0625], [-1.7172, -7.8196, -0.1766], [-0.7769, -5.8521, 0.4299], [-2.0509, -5.3210, 0.8022], [1.7506, -8.6696, -1.2825], [0.4937, -9.4089, -0.2660], [0.0792, -8.7899, -1.8842], [-2.5217, -5.9278, 1.5690], [-2.6959, -5.2599, -0.0757], [-1.8566, -4.3291, 1.1922], [-5.1834, -3.7157, -7.4932], [-4.9795, -2.6302, -6.5791], [-4.0877, -1.7331, -6.9872], [-3.4606, -1.7688, -8.0108], [-3.9987, -0.7796, -6.0554], [-3.0734, 0.2619, -6.3739], [-5.9274, -4.3571, -7.0319], [-5.5527, -3.3469, -8.4472], [-4.2583, -4.2682, -7.6433], [-3.3662, 0.7773, -7.2864], [-2.0660, -0.1365, -6.4824], [-3.1086, 0.9531, -5.5424], [0.4701, 3.2044, 6.5601], [0.0686, 4.5115, 6.9742], [-1.2046, 4.5932, 7.3679], [-1.9902, 3.6821, 7.3860], [-1.4543, 5.8500, 7.7265], [-2.7943, 6.0775, 8.1825], [1.5107, 3.2901, 6.2625], [0.3791, 2.4952, 7.3805], [-0.1243, 2.8737, 5.7120], [-3.0045, 5.4782, 9.0655], [-3.5102, 5.8469, 7.3967], [-2.8463, 7.1326, 8.4315], [5.6193, -3.3217, -3.9778], [4.7207, -4.4331, -4.0544], [3.7264, -4.4042, -3.1757], [3.5266, -3.5373, -2.3604], [2.9750, -5.4869, -3.3550], [1.8852, -5.5947, -2.4345], [6.3653, -3.4893, -4.7478], [5.0925, -2.3891, -4.1703], [6.0977, -3.2825, -3.0016], [1.2322, -4.7265, -2.5283], [2.2466, -5.6785, -1.4142], [1.3378, -6.4871, -2.7104], [1.4343, 6.5511, 8.9850], [1.8899, 7.9004, 8.8359], [2.7544, 8.0753, 7.8424], [3.1583, 7.2213, 7.0957], [3.1009, 9.3610, 7.8121], [4.0386, 9.6960, 6.7869], [0.7430, 6.5507, 9.8236], [0.9125, 6.2152, 8.0998], [2.2700, 5.8902, 9.2117], [3.6243, 9.4830, 5.8034], [4.9682, 9.1469, 6.9226], [4.2216, 10.7613, 6.8874], [7.1709, 3.8310, -7.5411], [7.3219, 2.5244, -6.9765], [6.7344, 2.3620, -5.7967], [6.1053, 3.1960, -5.1974], [6.9531, 1.1131, -5.3877], [6.3833, 0.8138, -4.1118], [7.6980, 3.8073, -8.4894], [6.1196, 4.0571, -7.7073], [7.6131, 4.5824, -6.8905], [5.3056, 0.9415, -4.1378], [6.8125, 1.4492, -3.3398], [6.6257, -0.2252, -3.9071]]}

***

(6)
{"formula": "C4H10O4", "method": "the ωB97M-V functional and the def2-TZVPD basis", "e_above_lowest_kj_mol": 726.5, "homo_lumo_gap_ev": 7.576, "e_lumo_ev": 0.528, "max_force_ev_per_a": 3.018, "elements": ["C", "C", "C", "C", "O", "O", "O", "O", "H", "H", "H", "H", "H", "H", "H", "H", "H", "H"], "positions_angstrom": [[-0.2612, 0.6028, -1.1915], [-0.9275, 0.1315, 0.9911], [0.5832, -0.0884, -0.3283], [-0.7364, -1.0651, 1.8872], [1.7798, 0.1308, -1.9993], [1.7414, -1.1616, -2.6742], [-0.4390, 1.9182, -1.2243], [-0.6895, 1.3713, 1.5908], [1.7887, -0.8849, -3.5986], [0.0691, 2.3475, -0.5196], [0.0807, 1.2984, 2.1686], [-0.9705, 0.0674, -1.8122], [-1.9209, 0.1751, 0.5517], [1.3230, 0.4393, 0.2588], [0.6514, -1.1581, -0.4564], [0.2909, -1.1305, 2.2563], [-0.9586, -1.9856, 1.3469], [-1.4046, -1.0080, 2.7529]]}

***

(7)
{"formula": "C4H14N3", "method": "the ωB97M-V functional and the def2-TZVPD basis", "e_above_lowest_kj_mol": 206.1, "homo_lumo_gap_ev": 10.637, "e_lumo_ev": -3.775, "max_force_ev_per_a": 4.415, "total_charge": 1, "elements": ["C", "C", "N", "N", "N", "H", "H", "H", "H", "H", "H", "H", "H", "C", "C", "H", "H", "H", "H", "H", "H"], "positions_angstrom": [[-1.1404, 1.0763, -0.8487], [-1.1327, -0.2870, 1.2058], [-1.4080, -0.1857, -0.1327], [-0.2377, 0.6589, 1.7409], [-2.0396, -1.0060, 2.0257], [-1.8779, -0.9581, -0.5364], [0.5804, 1.0416, 1.1411], [-0.1697, 0.7645, 2.7408], [-1.5112, -1.6414, 2.7114], [-3.0214, -1.2423, 1.8528], [-1.5437, 0.7276, -1.8355], [-0.1250, 1.4142, -0.7749], [-1.6613, 2.0074, -0.4096], [1.7472, 0.2582, -1.6638], [2.0573, -0.8647, -0.6249], [2.5929, 0.2912, -2.4467], [0.7758, 0.3015, -2.1227], [2.0208, 1.2508, -1.1809], [3.0566, -1.0389, -0.3391], [1.5089, -1.7696, -0.8754], [1.5285, -0.7985, 0.3726]]}

***

(8)
{"formula": "C32H41CoN3O", "method": "the ωB97M-V functional and the def2-TZVPD basis", "spin_multiplicity": 5, "homo_lumo_gap_ev": [4.076, 6.754], "e_lumo_ev": [2.688, 2.685], "max_force_ev_per_a": 9.217, "total_charge": -1, "elements": ["Co", "N", "N", "C", "C", "C", "C", "H", "H", "H", "C", "C", "H", "H", "H", "C", "C", "H", "H", "H", "C", "H", "H", "H", "C", "H", "H", "H", "C", "H", "C", "H", "C", "H", "C", "H", "C", "C", "H", "C", "C", "H", "C", "H", "N", "C", "C", "C", "H", "C", "C", "H", "H", "H", "C", "H", "C", "C", "H", "H", "H", "C", "H", "H", "H", "C", "C", "C", "O", "C", "H", "H", "H", "H", "H", "H", "H", "H"], "positions_angstrom": [[0.9054, -0.0088, 0.5385], [0.9409, -2.3941, 3.8665], [-0.0202, -2.2442, -0.7685], [1.3346, 1.8301, 0.0390], [2.4855, 1.0301, 0.4047], [2.2351, 0.5136, 1.7296], [3.1950, -0.2281, 2.6036], [3.9951, -0.6508, 1.9888], [2.6721, -1.0331, 3.1469], [3.6420, 0.4598, 3.3455], [0.9589, 1.0162, 2.1906], [0.5020, 0.8469, 3.5988], [1.2343, 1.2887, 4.2966], [0.4337, -0.2207, 3.8529], [-0.4719, 1.3203, 3.7695], [0.3887, 1.8028, 1.1357], [-0.8101, 2.6776, 1.2957], [-1.5162, 2.2243, 2.0027], [-1.3178, 2.8248, 0.3356], [-0.5220, 3.6620, 1.6948], [3.7940, 0.9238, -0.3096], [4.4773, 1.7444, -0.0353], [3.6387, 0.9586, -1.3949], [4.3025, -0.0172, -0.0578], [1.3145, 2.8055, -1.0966], [0.2799, 2.9868, -1.4162], [1.8827, 2.4097, -1.9531], [1.7700, 3.7704, -0.7963], [0.3809, -3.3456, 4.6500], [0.7522, -3.5190, 5.6853], [-0.6880, -4.1921, 4.2444], [-1.1866, -4.9207, 4.9335], [-1.1481, -4.0847, 2.9096], [-1.9740, -4.6657, 2.4902], [-0.5208, -3.1920, 2.0744], [-0.5634, -3.0409, 0.9843], [0.5410, -2.3714, 2.5358], [1.2816, -1.7229, 1.4755], [2.1287, -2.5081, 0.9098], [0.1722, -0.8638, -1.0386], [0.5141, -2.9035, -1.7991], [0.7846, -3.9412, -1.6982], [0.6170, -2.0363, -2.9050], [0.6638, -2.3242, -3.9080], [0.3723, -0.7556, -2.4199], [0.1816, 0.3437, -3.2928], [1.1335, 0.5627, -4.2933], [0.9514, 1.6356, -5.1702], [1.7016, 1.8462, -5.9705], [-0.1741, 2.4814, -5.0571], [-0.4230, 3.6063, -6.0238], [-0.9866, 4.4079, -5.5329], [-1.0219, 3.2500, -6.8736], [0.5167, 4.0094, -6.4144], [-1.1173, 2.2147, -4.0393], [-2.0128, 2.8754, -3.9449], [-0.9541, 1.1505, -3.1597], [-1.9380, 0.8951, -2.0473], [-2.4202, -0.0997, -2.1107], [-2.7594, 1.6508, -2.0457], [-1.4113, 0.9585, -1.0606], [2.3742, -0.2772, -4.3139], [2.1966, -1.3196, -4.6154], [2.8541, -0.3101, -3.3220], [3.1109, 0.1413, -5.0208], [-4.2769, -0.6590, 1.8333], [-3.9135, -1.3378, 3.1730], [-2.5202, -0.7832, 3.4417], [-1.8764, -0.6395, 2.1419], [-2.9110, -0.3963, 1.1711], [-4.9646, -1.2547, 1.2252], [-4.7562, 0.3183, 2.0115], [-3.8358, -2.4259, 3.0250], [-4.6007, -1.1585, 4.0061], [-1.9038, -1.4532, 4.0742], [-2.5872, 0.2213, 3.9263], [-2.6889, -1.0227, 0.2951], [-2.8186, 0.6562, 0.8528]]}